{
  "formula": "C18H23N8PtS2",
  "method": "the ωB97M-V functional and the def2-TZVPD basis",
  "gap_ev": 2.68,
  "spin_multiplicity": 1,
  "de_lowest_kj_mol": 166.7,
  "total_charge": 3,
  "homo_energy_ev": -14.71,
  "species": ["Pt", "N", "N", "C", "N", "S", "H", "H", "H", "H", "H", "N", "C", "C", "C", "C", "C", "N", "C", "C", "H", "H", "H", "H", "H", "H", "H", "N", "H", "H", "H", "S", "C", "C", "C", "N", "C", "C", "C", "C", "C", "N", "C", "C", "H", "H", "H", "H", "H", "H", "H", "H"],
  "positions_angstrom": [[2.285326, -0.042050, 0.657621], [2.139174, -0.100685, 2.620016], [3.394407, 0.110890, 3.239101], [4.570948, 0.132552, 2.560186], [5.678382, 0.338155, 3.234073], [4.631356, -0.149912, 0.889592], [1.558332, 0.733312, 2.767293], [1.688627, -0.901849, 3.062265], [3.375985, 0.336072, 4.224172], [5.701592, 0.490686, 4.233865], [6.565184, 0.369381, 2.750782], [1.669787, 2.901242, 1.267439], [1.961870, 1.836022, 0.927946], [1.909627, 0.338949, -5.654974], [2.043764, 0.204415, -4.168774], [2.480313, 1.258495, -3.371280], [2.604139, 1.095312, -2.012151], [2.307597, -0.078146, -1.404425], [1.878030, -1.106230, -2.163487], [1.740542, -0.997853, -3.522707], [1.993711, 1.373854, -5.978202], [0.959406, -0.069422, -5.999385], [2.699209, -0.233432, -6.147985], [2.723961, 2.218194, -3.808996], [2.945740, 1.904581, -1.385722], [1.646135, -2.038192, -1.666938], [1.393383, -1.856048, -4.083711], [2.137890, -2.210813, 0.744139], [2.876725, -2.606271, 0.162349], [1.250293, -2.521090, 0.356412], [2.255969, -2.633257, 1.660847], [-4.349517, 1.261040, 2.104185], [-2.753410, 0.685329, 1.526851], [-2.096687, 1.335567, 0.489647], [-0.810962, 0.944296, 0.160608], [-0.162255, -0.027158, 0.821454], [-0.806477, -0.665427, 1.810660], [-2.097878, -0.350250, 2.189384], [-5.482424, 0.383931, 1.031288], [-5.905013, -0.907318, 1.350651], [-6.834663, -1.532714, 0.527787], [-7.237804, -0.826797, -0.500988], [-6.932584, 0.389438, -0.883143], [-6.005749, 1.049795, -0.080376], [-2.563174, 2.149950, -0.051067], [-0.278035, 1.434478, -0.644435], [-0.271568, -1.460937, 2.324620], [-2.573533, -0.889660, 2.998530], [-5.555171, -1.428147, 2.233663], [-7.229738, -2.529656, 0.693800], [-7.390976, 0.819608, -1.767683], [-5.729765, 2.067758, -0.324793]],
  "atomic_forces_ev_per_a": [[-3.042, -3.142, -1.448], [0.720, 1.033, 1.765], [0.629, 0.077, 0.273], [-0.334, 0.060, 1.231], [-0.288, -0.050, -0.220], [-0.914, 0.262, -1.008], [-0.126, 0.015, 0.629], [-0.069, -0.074, -0.161], [-0.101, 0.064, 0.157], [0.029, -0.033, 0.082], [0.143, 0.066, -0.011], [0.100, -0.503, -0.090], [0.750, 1.552, -0.354], [0.025, 0.028, 0.182], [-0.095, -0.007, -0.510], [0.088, 0.111, 0.111], [0.053, -0.054, -0.294], [0.123, 1.166, 0.386], [-0.043, -0.226, 0.156], [0.025, -0.085, 0.053], [-0.010, -0.010, 0.030], [-0.008, -0.013, 0.025], [0.020, -0.029, 0.027], [0.019, -0.018, 0.032], [0.014, 0.044, 0.005], [-0.050, 0.061, -0.094], [0.013, 0.002, 0.014], [0.715, 0.140, -0.706], [-0.028, -0.263, 0.041], [-0.122, -0.102, 0.114], [-0.027, -0.097, 0.045], [0.114, -0.032, 0.196], [-0.736, 0.219, 0.122], [0.313, -0.275, -0.190], [-0.006, 0.270, -0.315], [1.492, 0.256, -0.397], [0.035, -0.266, 0.405], [0.443, -0.129, -0.156], [-0.215, -0.131, -0.484], [0.277, -0.384, 0.651], [0.964, 1.834, 0.007], [-2.506, -1.719, -2.227], [1.128, -0.433, 1.757], [0.188, 0.597, -0.199], [-0.004, -0.069, 0.032], [0.017, 0.026, 0.078], [-0.087, -0.022, -0.053], [-0.001, 0.019, -0.046], [0.173, 0.199, 0.095], [0.020, 0.112, -0.044], [0.002, -0.091, 0.101], [0.183, 0.041, 0.204]],
  "lowdin_charge": [1.260, -0.107, 0.020, -0.725, 0.204, 0.862, 0.114, 0.133, 0.190, 0.163, 0.150, 0.148, -0.473, 0.008, -0.191, 0.042, -0.101, -0.155, -0.096, 0.036, 0.099, 0.109, 0.118, 0.146, 0.107, 0.106, 0.147, -0.002, 0.084, 0.082, 0.093, 1.032, -0.451, -0.006, -0.109, -0.030, -0.135, -0.022, -0.506, -0.074, -0.104, 0.063, -0.100, -0.073, 0.137, 0.116, 0.105, 0.131, 0.104, 0.124, 0.124, 0.105]
}